# 1
Formula: C25H50BBrCl18N2O5PS
Source: the Open Molecules 2025 dataset
Level of theory: ωB97M-V with the def2-TZVPD basis set

Each line ends with the Mulliken charge.
Geometry (Å):
C 3.161 2.129 2.764  -0.41
C 4.384 2.840 2.020  0.43
O 4.996 3.762 2.620  -0.55
O 4.732 2.351 0.734  -0.18
C 4.715 3.395 -0.276  -0.27
C 3.429 3.384 -1.232  -0.77
C 2.852 1.907 -1.553  0.20
C 1.414 1.629 -0.830  0.29
C 0.360 0.988 -1.863  -1.25
C -0.680 -0.058 -1.256  -0.25
N -0.143 -1.361 -0.798  0.25
C 0.770 -2.051 -1.728  -0.57
Cl 0.231 -2.053 -3.498  -0.10
C 2.347 -1.668 -1.539  0.79
C 3.160 -2.991 -1.046  -1.34
Cl 3.153 -1.219 -3.152  -0.12
C -1.204 -2.331 -0.397  -1.15
C -2.663 -1.736 -0.150  -0.11
P -3.811 -1.839 -1.692  0.12
S -4.607 -3.589 -1.950  -0.29
N -2.738 -0.319 0.351  0.32
C -1.519 0.537 0.026  0.43
C -2.062 1.996 -0.314  -1.35
C -2.820 2.041 -1.770  -0.46
C -4.197 2.891 -1.624  -0.71
Br -3.892 4.841 -1.870  -0.16
O -0.647 0.403 1.149  -0.60
B -0.718 1.461 2.122  0.75
O 0.033 2.692 1.952  -0.48
O -1.497 1.345 3.320  -0.27
H 3.468 1.668 3.773  0.41
H 2.779 1.265 2.122  -0.05
H 2.362 2.920 2.961  0.15
H 4.762 4.446 0.201  0.41
H 5.659 3.269 -0.912  -0.06
H 2.582 4.041 -0.818  0.38
H 3.767 3.854 -2.231  0.28
H 3.573 1.092 -1.165  -0.17
H 2.801 1.723 -2.692  0.50
H 0.994 2.652 -0.517  0.11
H 1.642 0.949 0.064  -0.30
H -0.173 1.883 -2.363  0.07
H 0.990 0.533 -2.718  0.67
H -1.429 -0.286 -2.111  0.00
H 0.750 -3.167 -1.427  0.81
H 2.520 -0.893 -0.725  -0.33
H 2.938 -3.806 -1.834  0.39
H 2.843 -3.330 -0.002  0.33
H 4.282 -2.749 -1.089  0.33
H -0.868 -2.826 0.593  0.34
H -1.353 -3.203 -1.144  0.50
H -3.175 -2.398 0.645  0.45
H -3.082 -1.476 -2.894  0.14
H -4.889 -0.863 -1.609  0.14
H -3.621 0.091 -0.031  0.43
H -2.914 -0.378 1.380  0.25
H -1.237 2.795 -0.424  0.21
H -2.882 2.380 0.408  0.74
H -2.200 2.581 -2.562  0.50
H -3.156 0.991 -2.103  -0.03
H -4.915 2.537 -2.448  0.51
H -4.739 2.653 -0.633  0.35
H -0.661 3.360 1.723  0.29
H -2.003 0.502 3.259  0.09
C 7.137 0.592 -1.963  -0.28
Cl 5.972 1.514 -2.925  -0.10
Cl 6.319 -0.398 -0.747  -0.15
H 7.705 -0.058 -2.626  0.40
H 7.807 1.283 -1.462  0.14
C -4.904 -6.957 -4.096  0.02
Cl -3.740 -8.023 -4.893  -0.16
Cl -5.359 -7.582 -2.506  -0.16
H -4.456 -5.972 -3.974  0.13
H -5.796 -6.882 -4.715  0.15
C -3.437 -0.487 5.973  -0.32
Cl -3.642 -1.112 4.328  -0.18
Cl -1.776 -0.696 6.531  -0.11
H -3.684 0.573 5.981  0.28
H -4.106 -1.027 6.641  0.34
C -6.506 6.538 -3.690  -0.07
Cl -7.033 4.925 -4.189  -0.15
Cl -6.780 7.724 -4.970  -0.15
H -7.068 6.835 -2.806  0.29
H -5.444 6.507 -3.459  0.04
C 9.005 4.005 -3.763  -0.27
Cl 10.160 2.939 -4.569  -0.15
Cl 8.550 3.372 -2.176  -0.13
H 9.458 4.987 -3.635  0.33
H 8.111 4.089 -4.379  0.22
C -0.961 -1.752 10.203  -0.33
Cl -0.380 -3.027 9.127  -0.14
Cl -2.728 -1.726 10.269  -0.16
H -0.573 -1.930 11.204  0.30
H -0.607 -0.790 9.835  0.32
C 3.169 -3.848 11.161  -0.27
Cl 1.879 -2.655 11.357  -0.13
Cl 4.330 -3.338 9.930  -0.15
H 3.689 -3.966 12.110  0.30
H 2.729 -4.798 10.860  0.24
C -5.698 -6.316 -7.808  -0.14
Cl -6.952 -6.387 -9.050  -0.15
Cl -5.795 -4.809 -6.886  -0.15
H -5.826 -7.157 -7.128  0.16
H -4.722 -6.375 -8.287  0.29

Calculated values
- Calculated total energy: -13089.83639 hartree
- HOMO-LUMO gap: 8.63 eV
- Molecular weight: 1250.6 g/mol
- LUMO energy: -3.4 eV
- HOMO energy: -11.9798 eV
- F_max: 4.9 eV Å⁻¹
- Total charge: +1

---

# 2
Formula: C25H50BrNO7SSi
Source: the Open Molecules 2025 dataset
Level of theory: ωB97M-V with the def2-TZVPD basis set

Each line ends with the Mulliken charge.
Geometry (Å):
C 1.508 0.629 4.839  -0.39
C 2.631 0.116 4.350  -0.18
C 3.854 -0.750 3.700  -0.50
C 3.229 -2.200 3.225  0.07
C 3.693 -2.643 1.745  -0.90
C 2.449 -3.133 0.782  1.48
C 3.116 -4.367 -0.089  -1.05
C 2.042 -5.151 -1.002  -0.45
N 1.713 -4.485 -2.306  -0.49
C 2.079 -2.012 -0.309  -0.40
C 2.117 -0.481 0.215  -0.04
O 0.788 0.109 -0.088  -0.45
Si 0.828 1.045 -1.554  0.39
C -1.013 1.122 -2.182  -0.48
C 1.417 2.841 -1.242  -0.68
C 1.837 0.116 -2.925  -0.78
O 1.376 -3.734 1.521  -0.43
C 0.168 -2.967 1.624  0.84
C -0.524 -3.432 3.048  -1.30
C -0.941 -3.404 0.487  -0.58
Br -1.878 -5.139 0.971  -0.12
O -1.891 -2.352 0.196  -0.09
C -2.585 -2.642 -1.060  -0.12
O -4.048 -2.655 -0.862  -0.42
C -4.470 -1.330 -1.349  -0.12
C -6.018 -1.053 -0.930  -0.59
O -6.151 -0.283 0.293  -0.44
C -5.435 -0.910 1.400  0.29
C -6.095 -0.637 2.854  -0.93
H 0.379 0.776 5.062  0.31
H 4.603 -0.952 4.547  0.36
H 4.308 -0.209 2.787  0.29
H 3.633 -2.974 3.980  0.48
H 2.096 -2.112 3.382  -0.39
H 4.337 -1.840 1.223  0.33
H 4.393 -3.568 1.878  0.33
H 3.467 -5.131 0.723  0.40
H 4.049 -4.022 -0.676  0.30
H 1.034 -5.352 -0.451  0.15
H 2.470 -6.213 -1.247  0.35
H 0.908 -4.980 -2.748  0.22
H 2.518 -4.517 -2.954  0.23
H 2.904 -2.081 -1.135  0.48
H 1.084 -2.157 -0.863  -0.25
H 2.248 -0.355 1.350  -0.36
H 2.908 0.184 -0.320  0.30
H -1.005 1.364 -3.321  0.35
H -1.639 1.904 -1.609  0.28
H -1.470 0.085 -1.953  -0.31
H 0.989 3.314 -0.281  0.29
H 1.007 3.487 -2.123  0.03
H 2.570 2.971 -1.237  0.33
H 1.372 -0.945 -3.034  0.18
H 1.695 0.756 -3.891  0.40
H 2.930 0.077 -2.567  0.23
H 0.276 -1.830 1.732  -0.08
H 0.005 -2.760 3.847  0.32
H -0.271 -4.515 3.328  0.36
H -1.639 -3.160 3.104  0.32
H -0.411 -3.653 -0.525  0.12
H -2.328 -3.672 -1.505  0.25
H -2.344 -1.850 -1.884  0.20
H -4.388 -1.261 -2.500  0.29
H -3.782 -0.542 -0.841  0.22
H -6.528 -2.097 -0.852  0.28
H -6.530 -0.476 -1.789  0.33
H -4.334 -0.551 1.329  -0.03
H -5.402 -2.069 1.256  0.16
H -6.523 -1.645 3.233  0.25
H -6.885 0.192 2.754  0.26
H -5.255 -0.348 3.599  0.26
O 1.785 5.718 -0.419  -0.65
S 0.588 6.102 -1.131  1.24
O -0.514 5.189 -1.341  -0.65
C -0.042 7.605 -0.407  -0.77
C 0.667 8.716 -1.170  -0.56
C 0.644 8.291 -2.639  -0.66
C 1.064 6.822 -2.698  -0.66
H 0.166 7.619 0.663  0.39
H -1.120 7.634 -0.582  0.34
H 0.179 9.681 -1.019  0.35
H 1.704 8.804 -0.827  0.29
H -0.372 8.400 -3.033  0.30
H 1.301 8.914 -3.250  0.32
H 0.560 6.292 -3.508  0.37
H 2.146 6.719 -2.803  0.39

Calculated values
- Calculated total energy: -4825.37340 hartree
- HOMO-LUMO gap: 9.69 eV
- Molecular weight: 616.7 g/mol
- LUMO energy: 0.6 eV
- HOMO energy: -9.0508 eV
- SMILES string: C#CCCC[C@](CCN)(CCO[Si](C)(C)C)O[C@H](C)[C@@H](Br)OCOCCOCC.O=S1(=O)CCCC1
- F_max: 7.1 eV Å⁻¹

---

Q: Among the records above, which one has the highest HOMO-LUMO gap?
A: C25H50BrNO7SSi